[1]
DFT (ωB97M-V/def2-TZVPD) results for a structure of composition C6H15NO2Tl in a non-equilibrium geometry.

Total energy, Ha: -613.93935
2S+1: 1
Net charge: +3
HOMO-LUMO gap, eV: 3.89

CARTESIAN COORDINATES (ANGSTROEM)
Tl1 2.170 -1.682 3.547
C1 3.430 0.051 -0.694
O1 2.130 0.204 -0.256
C2 1.327 0.923 -1.281
C3 0.410 1.898 -0.533
N1 -0.290 1.187 0.545
C4 -1.571 0.761 0.058
C5 -2.200 -0.374 0.931
O2 -1.491 -1.561 0.965
C6 -2.125 -2.630 0.432
H1 3.368 -0.491 -1.637
H2 4.100 -0.479 -0.017
H3 3.986 0.988 -0.751
H4 0.639 0.268 -1.816
H5 1.928 1.462 -2.013
H6 -0.166 2.573 -1.165
H7 1.143 2.488 0.016
H8 -0.365 1.840 1.311
H9 -1.678 0.600 -1.014
H10 -2.387 1.479 0.140
H11 -3.197 -0.424 0.494
H12 -2.280 -0.153 1.995
H13 -2.059 -2.690 -0.654
H14 -3.182 -2.674 0.693
H15 -1.638 -3.567 0.705

Löwdin atomic charge list, values in e, 8 entries: number 1, Tl, carries 0.99; number 2, C, carries -0.05; number 3, O, carries -0.09; number 4, C, carries -0.06; number 5, C, carries -0.08; number 6, N, carries 0.15; number 7, C, carries -0.06; number 8, C, carries -0.10


[2]
DFT (ωB97M-V/def2-TZVPD) results for a cluster of 4 separate species, C6H15NO3 in total in a non-equilibrium geometry.

Total energy, Ha: -517.92339
2S+1: 1
HOMO-LUMO gap, eV: 9.36

CARTESIAN COORDINATES (ANGSTROEM)
C1 0.160 -1.157 -3.059
N1 1.213 -1.256 -2.039
C2 0.964 -2.175 -0.938
O1 1.816 -3.022 -0.717
O2 0.104 -1.750 -0.072
H1 0.081 -0.124 -3.420
H2 0.408 -1.805 -3.906
H3 -0.805 -1.406 -2.607
H4 2.128 -1.445 -2.436
C3 0.154 0.036 0.690
C4 -0.830 0.497 1.763
C5 -0.241 1.662 2.560
C6 -2.208 0.848 1.203
H5 1.064 -0.237 1.254
H6 -0.361 0.286 -0.252
H7 -0.948 -0.358 2.449
H8 -0.065 2.534 1.910
H9 -0.925 1.968 3.363
H10 0.714 1.381 3.028
H11 -2.123 1.688 0.495
H12 -2.624 0.006 0.632
H13 -2.899 1.127 2.010
H14 1.537 0.226 -1.426
O3 1.447 1.243 -0.514
H15 2.240 1.231 0.030

Löwdin atomic charge list, values in e, 8 entries: number 1, C, carries -0.07; number 2, N, carries -0.05; number 3, C, carries -0.66; number 4, O, carries 0.06; number 5, O, carries -0.06; number 6, H, carries 0.08; number 7, H, carries 0.09; number 8, H, carries 0.09


[3]
DFT (ωB97M-V/def2-TZVPD) results for a cluster of 3 separate species, C6H15NO3 in total.

Total energy, Ha: -518.06033
2S+1: 1
SMILES: CN1CCC[C@H]1C=O.O.O
HOMO-LUMO gap, eV: 9.83

CARTESIAN COORDINATES (ANGSTROEM)
C1 -0.373 2.018 0.288
N1 -0.283 0.679 -0.311
C2 -1.473 -0.170 -0.016
C3 -0.981 -1.483 0.618
C4 0.489 -1.249 0.982
C5 0.931 -0.064 0.108
C6 1.660 -0.604 -1.134
O1 2.737 -1.133 -1.038
H1 -1.311 2.453 -0.051
H2 0.459 2.616 -0.074
H3 -0.381 2.032 1.382
H4 -1.968 -0.387 -0.964
H5 -2.203 0.373 0.587
H6 -1.138 -2.297 -0.087
H7 -1.548 -1.775 1.503
H8 1.088 -2.137 0.784
H9 0.608 -1.026 2.042
H10 1.632 0.566 0.655
H11 1.130 -0.479 -2.091
O2 -1.001 0.594 3.422
H12 -0.891 0.439 2.463
H13 -1.870 0.215 3.644
O3 -0.689 0.695 -3.211
H14 -0.596 0.735 -2.254
H15 -0.746 1.610 -3.524

Löwdin atomic charge list, values in e, 8 entries: number 1, C, carries -0.07; number 2, N, carries -0.21; number 3, C, carries -0.17; number 4, C, carries -0.15; number 5, C, carries -0.12; number 6, C, carries -0.25; number 7, C, carries -0.19; number 8, O, carries 0.06


[4]
DFT (ωB97M-V/def2-TZVPD) results for a cluster of 2 separate species, C6H15NO3S in total in a non-equilibrium geometry.

Total energy, Ha: -916.07727
2S+1: 1
HOMO-LUMO gap (spin up / spin down), eV: 5.74 / 8.35

CARTESIAN COORDINATES (ANGSTROEM)
C1 0.157 -0.864 -1.704
C2 0.442 -2.062 0.479
C3 0.022 1.681 -0.532
C4 0.149 0.624 1.663
C5 2.073 0.541 0.333
C6 0.173 -0.754 -0.177
N1 0.642 0.580 0.284
O1 -3.052 1.425 -0.948
O2 -3.679 -1.017 -0.730
O3 -3.047 0.374 1.218
S1 -3.080 0.185 -0.198
H1 0.349 -1.905 -2.105
H2 0.968 -0.320 -2.121
H3 -0.783 -0.603 -2.165
H4 1.173 -2.704 -0.166
H5 0.754 -1.955 1.487
H6 -0.459 -2.640 0.478
H7 -0.838 1.288 -1.107
H8 -0.242 2.495 0.056
H9 0.882 2.085 -1.223
H10 0.700 1.460 2.248
H11 -0.876 0.840 1.678
H12 0.142 -0.374 2.075
H13 2.279 -0.157 1.180
H14 2.557 0.264 -0.601
H15 2.596 1.512 0.596

Löwdin atomic charge list, values in e, 8 entries: number 1, C, carries -0.07; number 2, C, carries -0.07; number 3, C, carries 0.02; number 4, C, carries -0.02; number 5, C, carries -0.04; number 6, C, carries -0.31; number 7, N, carries -0.37; number 8, O, carries -0.36


[5]
DFT (ωB97M-V/def2-TZVPD) results for a cluster of 2 separate species, C6H15NOSi in total in a non-equilibrium geometry.

Total energy, Ha: -656.90727
2S+1: 1
HOMO-LUMO gap (spin up / spin down), eV: 7.72 / 8.23

CARTESIAN COORDINATES (ANGSTROEM)
C1 -0.931 -1.379 -2.776
C2 -0.635 1.768 1.907
C3 1.569 1.953 -0.246
C4 1.412 -0.524 1.851
C5 -0.366 -1.238 -1.297
C6 -0.657 -0.079 -0.446
N1 -2.000 -1.833 1.119
O1 -1.688 -2.737 0.410
Si1 0.504 0.771 0.788
H1 -0.543 -0.485 -3.356
H2 -2.067 -1.298 -2.726
H3 -0.499 -2.411 -3.088
H4 -1.227 2.680 1.606
H5 -1.229 0.901 2.104
H6 -0.214 2.187 2.739
H7 2.235 1.477 -1.065
H8 1.081 2.634 -0.974
H9 2.242 2.777 0.094
H10 2.031 0.006 2.550
H11 0.679 -0.894 2.584
H12 1.923 -1.203 1.299
H13 0.647 -1.345 -1.445
H14 -0.653 -2.247 -0.882
H15 -1.615 0.518 -0.750

Löwdin atomic charge list, values in e, 8 entries: number 1, C, carries -0.11; number 2, C, carries -0.18; number 3, C, carries -0.22; number 4, C, carries -0.15; number 5, C, carries -0.39; number 6, C, carries -0.17; number 7, N, carries 0.14; number 8, O, carries -0.08


[6]
DFT (ωB97M-V/def2-TZVPD) results for a cluster of 2 separate species, C6H15NP in total in a non-equilibrium geometry.

Total energy, Ha: -633.25375
2S+1: 3
Net charge: +1
HOMO-LUMO gap (spin up / spin down), eV: 7.67 / 7.33

CARTESIAN COORDINATES (ANGSTROEM)
C1 1.117 0.539 1.124
C2 1.727 0.684 -0.260
C3 1.277 -0.631 0.241
C4 3.218 0.938 -0.385
C5 -2.233 1.982 -1.067
C6 -1.264 -1.093 -1.600
N1 -0.921 -2.282 0.903
P1 -0.290 -1.398 -0.323
H1 1.840 0.568 1.919
H2 0.176 0.874 1.285
H3 1.011 0.977 -1.158
H4 2.021 -1.383 0.571
H5 3.346 2.066 -0.090
H6 3.484 0.973 -1.349
H7 3.746 0.176 0.122
H8 -1.433 2.281 -1.827
H9 -1.689 1.279 -0.389
H10 -2.494 2.953 -0.695
H11 -1.020 -0.367 -2.307
H12 -2.984 1.417 -1.583
H13 -2.047 -1.716 -1.854
H14 -1.709 -2.890 0.724
H15 -0.409 -2.495 1.764

Löwdin atomic charge list, values in e, 8 entries: number 1, C, carries -0.09; number 2, C, carries -0.31; number 3, C, carries -0.40; number 4, C, carries -0.03; number 5, C, carries -0.04; number 6, C, carries -0.11; number 7, N, carries -0.06; number 8, P, carries 0.98


[7]
DFT (ωB97M-V/def2-TZVPD) results for a cluster of 2 separate species, C6H15NS in total in a non-equilibrium geometry.

Total energy, Ha: -690.40399
2S+1: 1
HOMO-LUMO gap, eV: 7.58

CARTESIAN COORDINATES (ANGSTROEM)
C1 -2.139 -0.131 0.222
C2 -1.935 -1.038 1.496
S1 -3.273 -2.232 1.586
C3 -0.974 0.640 -0.368
N1 0.232 -0.236 -0.779
C4 2.572 -0.089 -1.666
C5 1.458 0.495 -0.765
C6 2.021 0.566 0.681
H1 -2.905 0.581 0.607
H2 -2.626 -0.859 -0.514
H3 -0.993 -1.612 1.501
H4 -1.923 -0.361 2.375
H5 -4.207 -0.426 1.971
H6 -0.622 1.457 0.369
H7 -1.242 1.355 -1.164
H8 0.023 -0.736 -1.624
H9 2.091 -0.397 -2.639
H10 3.067 -1.034 -1.218
H11 3.341 0.657 -1.953
H12 1.416 1.575 -1.090
H13 3.035 0.792 0.499
H14 1.616 1.378 1.241
H15 1.964 -0.343 1.233

Löwdin atomic charge list, values in e, 8 entries: number 1, C, carries -0.31; number 2, C, carries -0.73; number 3, S, carries 0.60; number 4, C, carries -0.20; number 5, N, carries -0.03; number 6, C, carries -0.09; number 7, C, carries -0.50; number 8, C, carries -0.07


[8]
DFT (ωB97M-V/def2-TZVPD) results for an isolated molecule of C6H15NS in a non-equilibrium geometry.

Total energy, Ha: -690.27959
2S+1: 3
HOMO-LUMO gap (spin up / spin down), eV: 4.95 / 7.75

CARTESIAN COORDINATES (ANGSTROEM)
C1 -0.298 -2.978 -0.803
C2 -1.255 0.908 0.762
C3 1.158 1.837 1.162
C4 0.163 1.758 -1.140
C5 -0.071 -1.510 -1.317
C6 0.137 1.060 0.218
N1 0.311 -1.151 1.555
S1 0.974 -0.716 0.254
H1 -1.297 -3.319 -0.927
H2 0.443 -3.686 -1.153
H3 -0.245 -2.782 0.299
H4 -1.409 1.636 1.582
H5 -2.028 1.038 0.076
H6 -1.156 -0.002 1.235
H7 2.122 1.896 0.749
H8 1.272 1.476 2.184
H9 0.791 2.801 1.373
H10 0.968 1.625 -1.799
H11 -0.723 1.511 -1.763
H12 0.128 2.821 -1.034
H13 -1.085 -0.893 -1.272
H14 0.506 -1.329 -2.115
H15 0.592 -2.002 1.875

Löwdin atomic charge list, values in e, 8 entries: number 1, C, carries -0.15; number 2, C, carries -0.10; number 3, C, carries -0.11; number 4, C, carries -0.10; number 5, C, carries -0.28; number 6, C, carries -0.64; number 7, N, carries -0.29; number 8, S, carries 0.89


[9]
DFT (ωB97M-V/def2-TZVPD) results for a cluster of 2 separate species, C6H15O3P in total in a non-equilibrium geometry.

Total energy, Ha: -804.54892
2S+1: 3
HOMO-LUMO gap (spin up / spin down), eV: 7.92 / 9.08

CARTESIAN COORDINATES (ANGSTROEM)
C1 0.431 -0.495 -2.789
C2 1.856 -0.702 -2.484
C3 0.063 0.913 -2.985
C4 -2.526 0.626 0.363
C5 -0.472 -2.318 2.395
C6 1.193 1.508 2.057
O1 -1.156 0.890 0.571
O2 -0.603 -0.950 2.088
O3 1.212 0.517 1.037
P1 -0.078 -0.351 0.622
H1 2.458 0.197 -2.307
H2 2.244 -1.224 -3.365
H3 1.960 -1.399 -1.654
H4 -0.308 1.166 -1.983
H5 -0.774 1.034 -3.672
H6 0.874 1.611 -3.224
H7 -2.690 0.117 -0.590
H8 -3.031 1.591 0.353
H9 -2.931 0.013 1.170
H10 0.269 -2.806 1.760
H11 -1.435 -2.820 2.264
H12 -0.162 -2.404 3.437
H13 0.844 1.087 3.001
H14 0.545 2.338 1.773
H15 2.219 1.858 2.162

Löwdin atomic charge list, values in e, 8 entries: number 1, C, carries -0.08; number 2, C, carries -0.18; number 3, C, carries -0.17; number 4, C, carries -0.15; number 5, C, carries -0.17; number 6, C, carries -0.12; number 7, O, carries -0.37; number 8, O, carries -0.37


[10]
DFT (ωB97M-V/def2-TZVPD) results for a cluster of 2 separate species, C6H15O4PSi in total in a non-equilibrium geometry.

Total energy, Ha: -1169.31038
2S+1: 3
HOMO-LUMO gap (spin up / spin down), eV: 7.85 / 5.65

CARTESIAN COORDINATES (ANGSTROEM)
C1 1.803 0.802 2.613
C2 1.245 1.943 1.845
C3 2.466 -2.833 2.909
C4 -0.739 -1.060 -2.470
C5 -0.113 1.803 -1.639
C6 -2.849 0.162 -0.786
O1 1.840 0.372 3.712
O2 3.248 -0.239 0.150
O3 2.941 -2.142 1.739
O4 -0.265 0.019 0.485
Si1 -0.912 0.118 -0.949
P1 2.348 -0.738 1.163
H1 0.494 2.505 2.384
H2 2.041 2.571 1.351
H3 0.699 1.291 1.084
H4 1.400 -2.662 3.074
H5 3.107 -2.552 3.800
H6 2.614 -3.899 2.805
H7 0.376 -1.144 -2.771
H8 -1.232 -2.095 -2.346
H9 -1.220 -0.618 -3.292
H10 -0.306 2.787 -1.125
H11 0.979 1.632 -1.593
H12 -0.476 1.958 -2.627
H13 -3.315 0.845 -1.459
H14 -3.279 -0.733 -1.092
H15 -3.113 0.303 0.237

Löwdin atomic charge list, values in e, 8 entries: number 1, C, carries -0.40; number 2, C, carries -0.06; number 3, C, carries -0.14; number 4, C, carries -0.17; number 5, C, carries -0.17; number 6, C, carries -0.13; number 7, O, carries 0.09; number 8, O, carries -0.35


[11]
DFT (ωB97M-V/def2-TZVPD) results for a cluster of 2 separate species, C6H16 in total in a non-equilibrium geometry.

Total energy, Ha: -238.17062
2S+1: 1
SMILES: CCC.CCC
HOMO-LUMO gap, eV: 12.35

CARTESIAN COORDINATES (ANGSTROEM)
C1 -1.645 -2.850 -0.291
C2 -0.916 -1.520 0.017
C3 0.597 -1.788 -0.051
H1 -1.608 -3.517 0.571
H2 -2.700 -2.744 -0.504
H3 -1.170 -3.256 -1.182
H4 -1.269 -0.834 -0.728
H5 -1.189 -1.128 0.995
H6 1.127 -0.962 -0.511
H7 0.949 -1.869 0.983
H8 0.933 -2.718 -0.502
C4 -0.112 1.455 -0.727
C5 0.988 1.624 0.342
C6 1.057 3.077 0.774
H9 0.155 2.132 -1.547
H10 -1.039 1.750 -0.228
H11 -0.262 0.517 -1.239
H12 0.806 0.926 1.158
H13 1.933 1.349 -0.137
H14 1.565 3.728 0.071
H15 0.115 3.533 1.064
H16 1.687 3.096 1.673

Löwdin atomic charge list, values in e, 8 entries: number 1, C, carries -0.12; number 2, C, carries -0.31; number 3, C, carries -0.12; number 4, H, carries 0.07; number 5, H, carries 0.06; number 6, H, carries 0.07; number 7, H, carries 0.06; number 8, H, carries 0.10


[12]
DFT (ωB97M-V/def2-TZVPD) results for a cluster of 2 separate species, C6H16 in total in a non-equilibrium geometry.

Total energy, Ha: -238.15728
2S+1: 1
SMILES: CCC.CCC
HOMO-LUMO gap, eV: 11.90

CARTESIAN COORDINATES (ANGSTROEM)
C1 -0.598 2.871 0.388
C2 -1.510 2.052 -0.522
C3 -1.105 1.877 -2.032
H1 -0.014 2.199 1.016
H2 0.091 3.587 -0.053
H3 -1.204 3.440 1.096
H4 -2.512 2.527 -0.577
H5 -1.821 1.066 -0.195
H6 -0.175 2.386 -2.273
H7 -1.848 2.306 -2.694
H8 -1.133 0.783 -2.124
C4 0.226 -2.180 1.614
C5 0.967 -1.776 0.364
C6 2.072 -2.764 -0.026
H9 0.798 -2.798 2.352
H10 -0.593 -2.913 1.569
H11 -0.206 -1.412 2.256
H12 0.266 -1.526 -0.448
H13 1.370 -0.797 0.619
H14 2.673 -2.350 -0.841
H15 2.649 -2.893 0.895
H16 1.609 -3.683 -0.384

Löwdin atomic charge list, values in e, 8 entries: number 1, C, carries -0.12; number 2, C, carries -0.31; number 3, C, carries -0.11; number 4, H, carries 0.06; number 5, H, carries 0.07; number 6, H, carries 0.06; number 7, H, carries 0.09; number 8, H, carries 0.08